{
  "formula": "C10H26N2O11P2Sn",
  "method": "the ωB97M-V functional and the def2-TZVPD basis",
  "total_charge": -4,
  "e_homo_ev": 5.02,
  "de_lowest_ev": 8.738,
  "orbital_gap_ev": 1.069,
  "e_tot_ha": -2230.166494,
  "symbols": ["Sn", "P", "O", "O", "O", "O", "P", "O", "O", "O", "O", "C", "O", "C", "C", "N", "C", "C", "O", "C", "H", "H", "H", "H", "H", "H", "H", "H", "H", "H", "H", "H", "H", "H", "H", "C", "C", "C", "O", "C", "N", "H", "H", "H", "H", "H", "H", "H", "H", "H", "H", "H"],
  "xyz": [[2.86134, 0.70189, -1.76347], [5.48611, 0.99288, -6.04110], [7.06241, 0.96581, -5.94395], [4.93318, -0.28376, -5.30006], [5.23223, 1.01285, -7.58876], [5.06631, 2.26874, -5.27664], [7.07029, 0.19842, 0.62496], [7.62953, 0.04435, 2.10619], [6.28528, 1.52207, 0.43272], [6.15751, -0.97752, 0.17547], [8.13680, 0.27228, -0.46841], [-1.68791, -2.40568, 3.07878], [-0.40628, -1.82046, 2.99858], [-0.05839, -0.84344, 4.02159], [1.40032, -0.38673, 3.91640], [1.66112, 0.62312, 2.87262], [1.12972, 1.86355, 3.38115], [1.05514, 2.82066, 2.11436], [0.19362, 2.35408, 1.08466], [-1.18448, 2.55495, 1.41645], [-1.85571, -3.28505, 2.45697], [-2.42229, -1.81668, 2.52936], [-1.96109, -2.70484, 4.09070], [-0.22349, -1.33843, 4.97858], [-0.93534, -0.20112, 4.10212], [2.05524, -1.23084, 3.70040], [1.67829, -0.10279, 4.93140], [2.66806, 0.69485, 2.90476], [1.70352, 2.23540, 4.23003], [0.12151, 1.72231, 3.77060], [2.02249, 3.01661, 1.65184], [0.69690, 3.75718, 2.54180], [-1.81671, 2.80078, 0.56325], [-1.43305, 3.39758, 2.06166], [-1.34821, 1.57208, 1.85833], [-3.08377, 0.44747, -3.35455], [-2.99847, -0.64919, -2.22197], [-4.01066, -1.76475, -2.19507], [-5.35872, -1.29039, -1.98389], [-6.46940, -2.16198, -2.03089], [-1.65794, -1.13492, -2.45551], [-2.91314, -0.01297, -4.32768], [-2.28575, 1.18945, -3.32744], [-4.01466, 1.01452, -3.35395], [-3.09877, -0.19085, -1.23812], [-3.77231, -2.41913, -1.35657], [-3.92221, -2.36628, -3.09975], [-6.31084, -3.09940, -1.49778], [-6.61994, -2.37048, -3.09012], [-7.34853, -1.75236, -1.53345], [-1.67403, -1.57831, -3.36283], [-1.43475, -1.85527, -1.78365]]
}

---

{
  "formula": "C4H12NOS",
  "method": "the ωB97M-V functional and the def2-TZVPD basis",
  "total_charge": -1,
  "e_homo_ev": -2.93,
  "de_lowest_ev": 4.778,
  "orbital_gap_ev": 4.965,
  "e_tot_ha": -687.652458,
  "symbols": ["C", "C", "S", "C", "N", "C", "H", "H", "H", "H", "H", "H", "H", "H", "H", "H", "H", "H", "O"],
  "xyz": [[-0.91368, -0.33794, 0.14641], [-1.77527, -1.27949, 0.97996], [-2.46451, -2.73325, 0.26280], [0.09138, 0.52817, 0.93194], [1.06642, 1.32705, 0.20852], [2.25312, 0.54936, -0.03288], [-0.34622, -0.87938, -0.60884], [-1.51460, 0.40119, -0.48366], [-2.69470, -0.77415, 1.30949], [-1.19762, -1.42454, 1.90179], [-0.56829, 1.21604, 1.44251], [0.66576, -0.21621, 1.48319], [-1.73407, -2.43305, -1.64195], [2.75278, 1.03569, -0.86116], [2.09072, -0.52886, -0.25345], [2.92928, 0.62201, 0.83454], [0.16908, 2.09415, -2.60792], [0.71958, 1.62255, -0.70946], [0.47084, 1.21064, -2.30183]]
}

---

{
  "formula": "C8H18F3I2O4P2STi",
  "method": "the ωB97M-V functional and the def2-TZVPD basis",
  "spin_multiplicity": 2,
  "total_charge": 2,
  "e_homo_ev": [-15.35, -15.35],
  "de_lowest_ev": 0.000,
  "orbital_gap_ev": [6.231, 6.515],
  "e_tot_ha": -3441.422197,
  "symbols": ["I", "I", "Ti", "P", "C", "C", "H", "H", "H", "H", "H", "H", "C", "H", "H", "H", "P", "C", "C", "H", "H", "H", "C", "H", "H", "H", "H", "H", "H", "C", "O", "F", "C", "F", "F", "S", "O", "O", "O"],
  "xyz": [[3.65271, 1.00540, -2.01879], [1.87095, 0.08133, -3.76944], [0.40279, -0.05997, 0.37182], [-0.64734, 2.92735, -0.76593], [-1.35930, 3.90997, 0.57562], [0.57255, 3.93816, -1.64071], [0.17108, 4.89641, -1.93987], [-2.43189, 3.27497, -2.33936], [0.85168, 3.41781, -2.56220], [-1.42708, 1.94031, -2.76162], [-0.57808, 4.07521, 1.32161], [1.43230, 4.09521, -1.00538], [-1.88507, 2.41276, -1.91501], [-1.74842, 4.89724, 0.18859], [-2.61697, 1.79043, -1.43887], [-2.21913, 3.36868, 0.98966], [1.60271, -2.28225, 0.04537], [1.41764, -3.19175, 1.61986], [0.70824, -3.32133, -1.14057], [3.63399, -2.17020, -1.28216], [3.48544, -3.72329, -0.47443], [3.98642, -2.28943, 0.44157], [3.34083, -2.64882, -0.35769], [0.68854, -2.82612, -2.12073], [1.25753, -4.28687, -1.20090], [1.79885, -4.21539, 1.52384], [0.35853, -3.23094, 1.90295], [-0.30554, -3.50088, -0.78459], [1.97346, -2.66227, 2.41037], [0.48373, -0.25860, 2.23871], [0.65059, -0.41017, 3.40652], [-2.94619, -1.44860, 3.57875], [-3.08026, -1.51524, 2.22141], [-2.76672, -2.73529, 1.79574], [-4.39107, -1.24000, 1.90978], [-1.90390, -0.20458, 1.50998], [-1.53600, -0.60912, -0.00499], [-2.59105, 1.08818, 1.62767], [0.09341, 1.71171, -0.15659]]
}